No. 1
{"formula": "C39H35ClN2Si2Y", "method": "wB97M-V/def2-TZVPD", "symbols": ["C", "C", "C", "H", "C", "C", "H", "H", "H", "H", "Y", "Si", "C", "C", "H", "C", "H", "C", "H", "C", "H", "C", "H", "C", "C", "H", "C", "H", "C", "H", "C", "H", "C", "H", "H", "Si", "C", "C", "H", "C", "H", "C", "H", "C", "H", "C", "H", "C", "C", "H", "C", "H", "C", "H", "C", "H", "C", "H", "H", "Cl", "C", "C", "C", "C", "N", "C", "C", "C", "C", "C", "C", "N", "H", "H", "H", "H", "H", "H", "H", "H"], "xyz": [[1.448, 1.190, -0.452], [1.760, -0.199, -0.578], [1.146, -0.678, -1.777], [2.415, -0.775, 0.077], [0.442, 0.415, -2.377], [0.624, 1.564, -1.556], [0.252, 2.567, -1.768], [1.832, 1.865, 0.314], [1.246, -1.677, -2.198], [-0.095, 0.382, -3.323], [-0.729, -0.108, -0.186], [-2.115, -6.267, -3.412], [-2.602, -7.833, -2.521], [-3.950, -8.046, -2.180], [-4.730, -7.416, -2.611], [-4.286, -9.035, -1.248], [-5.331, -9.154, -0.939], [-3.290, -9.856, -0.706], [-3.548, -10.602, 0.050], [-1.966, -9.725, -1.142], [-1.194, -10.395, -0.753], [-1.624, -8.729, -2.062], [-0.599, -8.619, -2.405], [-3.244, -6.106, -4.882], [-3.390, -7.197, -5.757], [-2.774, -8.088, -5.617], [-4.342, -7.163, -6.783], [-4.460, -8.023, -7.446], [-5.164, -6.039, -6.942], [-5.928, -6.021, -7.723], [-5.014, -4.940, -6.085], [-5.666, -4.069, -6.190], [-4.040, -4.961, -5.079], [-3.922, -4.099, -4.416], [-0.709, -6.395, -3.858], [-2.541, -4.530, -1.687], [-1.796, -3.261, -2.858], [-0.589, -3.503, -3.537], [0.030, -4.372, -3.286], [-0.193, -2.683, -4.599], [0.721, -2.920, -5.149], [-0.960, -1.567, -4.934], [-0.634, -0.918, -5.747], [-2.103, -1.254, -4.195], [-2.676, -0.357, -4.435], [-2.502, -2.080, -3.141], [-3.360, -1.814, -2.522], [-1.229, -5.036, -0.436], [0.001, -4.356, -0.364], [0.140, -3.422, -0.917], [1.064, -4.888, 0.374], [2.038, -4.390, 0.351], [0.880, -6.055, 1.119], [1.712, -6.478, 1.684], [-0.376, -6.680, 1.137], [-0.519, -7.586, 1.724], [-1.430, -6.156, 0.389], [-2.407, -6.653, 0.396], [-3.588, -3.842, -0.937], [-2.499, -1.733, 0.431], [1.029, -0.218, 4.126], [0.508, 0.912, 4.764], [-0.262, 1.805, 4.023], [-0.554, 1.532, 2.679], [-0.062, 0.407, 2.072], [0.748, -0.424, 2.770], [-1.416, 2.404, 1.851], [-2.032, 3.557, 2.360], [-2.868, 4.318, 1.542], [-3.019, 3.946, 0.203], [-2.346, 2.818, -0.269], [-1.616, 2.020, 0.551], [1.649, -0.943, 4.652], [0.695, 1.101, 5.820], [-0.661, 2.714, 4.465], [1.152, -1.280, 2.218], [-1.856, 3.826, 3.396], [-3.387, 5.183, 1.954], [-3.648, 4.512, -0.480], [-2.389, 2.513, -1.317]], "lowdin_charge": [-0.191, -0.199, -0.184, 0.112, -0.181, -0.196, 0.112, 0.117, 0.103, 0.094, 1.181, 0.717, -0.364, -0.108, 0.106, -0.085, 0.106, -0.090, 0.104, -0.090, 0.105, -0.114, 0.095, -0.328, -0.098, 0.107, -0.079, 0.106, -0.084, 0.105, -0.083, 0.103, -0.102, 0.076, 0.011, 0.691, -0.401, -0.160, 0.081, -0.073, 0.115, -0.104, 0.110, -0.109, 0.106, -0.160, 0.081, -0.346, -0.135, 0.059, -0.096, 0.098, -0.088, 0.103, -0.076, 0.106, -0.104, 0.108, -0.044, -0.043, -0.016, -0.014, 0.016, -0.180, -0.005, -0.082, -0.175, 0.018, -0.012, -0.022, -0.091, 0.000, 0.121, 0.126, 0.111, 0.120, 0.111, 0.127, 0.120, 0.123], "e_above_lowest_ev": 0.072, "orbital_gap_ev": 5.92, "spin_multiplicity": 1, "largest_force_ev_per_a": 2.1, "lumo_ha": -0.1465, "total_charge": 1}


No. 2
{"formula": "C7H11N2O", "method": "wB97M-V/def2-TZVPD", "symbols": ["C", "C", "C", "C", "C", "C", "C", "N", "N", "O", "H", "H", "H", "H", "H", "H", "H", "H", "H", "H", "H"], "xyz": [[1.742, -2.550, -1.328], [1.189, -3.203, -0.213], [1.627, -1.236, -1.576], [0.920, -0.145, -0.983], [0.685, -2.802, 0.906], [-1.720, 1.350, -0.179], [-0.236, 1.294, 0.414], [0.216, -0.035, 0.077], [-0.403, 1.386, 1.847], [0.299, -2.587, 1.971], [1.921, -3.188, -2.152], [1.163, -4.230, -0.370], [2.149, -1.015, -2.461], [0.772, 0.812, -1.610], [-2.327, 0.347, 0.076], [-1.822, 1.703, -1.146], [-2.131, 2.164, 0.427], [0.395, 2.111, -0.057], [-0.126, 2.244, 2.394], [0.154, 0.551, 2.125], [-1.470, 1.132, 2.014]], "lowdin_charge": [-0.095, -0.040, -0.035, -0.174, -0.138, -0.015, -0.421, 0.005, 0.188, 0.222, 0.109, 0.127, 0.107, 0.139, 0.151, 0.050, 0.070, 0.172, 0.203, 0.165, 0.210], "e_above_lowest_ev": 1.796, "orbital_gap_ev": [6.10, 7.60], "spin_multiplicity": 3, "largest_force_ev_per_a": 5.2, "lumo_ha": [-0.1203, -0.2155], "total_charge": 1}


No. 3
{"formula": "C4H14N6O", "method": "wB97M-V/def2-TZVPD", "symbols": ["C", "C", "C", "C", "N", "N", "N", "N", "N", "N", "O", "H", "H", "H", "H", "H", "H", "H", "H", "H", "H", "H", "H", "H", "H"], "xyz": [[2.238, -1.259, -0.298], [1.243, 0.531, 1.200], [-0.061, -0.018, 0.595], [-0.117, -0.760, -0.656], [1.151, -1.279, -1.022], [2.404, -0.386, 0.711], [-1.096, 0.099, 1.254], [0.861, 1.665, -1.915], [-1.226, -0.860, -1.233], [-3.621, -0.328, 0.462], [1.146, 0.447, 2.514], [3.005, -1.920, -0.563], [1.495, 1.587, 0.797], [1.302, -1.656, -1.946], [3.334, -0.560, 1.259], [-4.133, 0.504, 0.402], [-0.971, 0.452, 2.145], [1.424, 1.616, -2.709], [1.405, 2.235, -1.225], [0.158, 2.350, -2.225], [-1.293, -1.513, -2.000], [-4.280, -1.038, 0.853], [-2.892, -0.479, 1.168], [-3.162, -0.568, -0.516], [1.685, 1.138, 2.949]], "lowdin_charge": [-0.032, -0.301, -0.222, -0.328, 0.161, 0.169, 0.226, 0.054, 0.205, 0.258, 0.071, 0.159, 0.183, 0.183, 0.227, 0.116, 0.079, 0.008, 0.047, 0.059, 0.103, 0.168, 0.083, 0.159, 0.165], "e_above_lowest_ev": 2.032, "orbital_gap_ev": 9.48, "spin_multiplicity": 1, "largest_force_ev_per_a": 4.2, "lumo_ha": -0.2860, "total_charge": 2}


No. 4
{"formula": "C16H31CrNOP2", "method": "wB97M-V/def2-TZVPD", "symbols": ["P", "P", "C", "C", "H", "H", "H", "H", "C", "H", "H", "H", "C", "H", "H", "H", "C", "H", "H", "H", "C", "H", "H", "H", "Cr", "C", "C", "C", "C", "C", "C", "C", "C", "C", "H", "H", "H", "H", "H", "H", "H", "H", "H", "H", "H", "H", "H", "H", "H", "O", "C", "N"], "xyz": [[-0.361, -1.967, -5.084], [0.008, 1.890, -5.999], [-0.794, -0.821, -6.442], [0.253, 0.290, -6.776], [-1.777, -0.377, -6.218], [-0.925, -1.446, -7.342], [1.277, -0.030, -6.538], [0.240, 0.507, -7.857], [-1.386, 2.785, -6.732], [-1.871, 3.418, -5.980], [-2.143, 2.100, -7.126], [-1.041, 3.438, -7.546], [1.340, 3.128, -6.076], [1.149, 3.818, -6.913], [2.313, 2.648, -6.225], [1.383, 3.728, -5.155], [-1.660, -3.196, -4.905], [-1.566, -3.748, -3.961], [-1.599, -3.927, -5.728], [-2.649, -2.729, -4.932], [1.246, -2.714, -5.399], [2.033, -1.945, -5.448], [1.225, -3.262, -6.357], [1.509, -3.423, -4.597], [0.113, -2.593, -1.581], [0.133, 2.420, -1.621], [-0.999, 2.235, -2.279], [-1.328, 1.536, -3.558], [-1.519, 0.065, -3.325], [-0.260, -0.754, -3.726], [1.077, -0.189, -3.564], [1.546, 1.150, -3.301], [1.407, 1.673, -1.863], [1.238, -3.581, -0.112], [0.104, 3.068, -0.741], [-1.863, 2.821, -1.933], [-0.569, 1.718, -4.390], [-2.244, 1.977, -3.976], [-1.716, -0.118, -2.255], [-2.416, -0.316, -3.833], [-0.329, -1.577, -2.925], [1.831, -0.963, -3.294], [1.121, 1.870, -4.014], [2.619, 1.113, -3.571], [1.454, 0.824, -1.168], [2.241, 2.354, -1.625], [1.960, -2.909, 0.367], [1.782, -4.411, -0.612], [0.563, -4.003, 0.647], [-0.725, 0.253, 1.431], [-0.714, -0.499, 0.521], [-0.710, -1.327, -0.355]], "lowdin_charge": [0.917, 0.857, -0.294, -0.377, 0.090, 0.090, 0.073, 0.075, -0.247, 0.048, 0.041, 0.035, -0.243, 0.032, 0.049, 0.055, -0.175, 0.045, 0.066, 0.067, -0.174, 0.057, 0.068, 0.065, 0.696, -0.117, -0.114, -0.288, -0.165, -0.499, -0.242, -0.294, -0.178, -0.269, 0.101, 0.100, -0.069, 0.103, 0.098, 0.101, -0.040, 0.075, 0.022, 0.111, 0.108, 0.105, -0.027, -0.040, -0.030, 0.070, -0.503, -0.036], "e_above_lowest_ev": 3.042, "orbital_gap_ev": [5.00, 4.96], "spin_multiplicity": 5, "largest_force_ev_per_a": 2.8, "lumo_ha": [-0.0151, -0.0214], "total_charge": 0}